No. 1
Below is C27H29MnN3O2S2 as an isolated structure, with properties calculated with the ωB97M-V functional and the def2-TZVPD basis.

net charge = -2
HOMO level (alpha / beta) = -0.00261 / -0.00394 Ha
gap between HOMO and LUMO (alpha / beta) = 4.9 / 4.9 eV
multiplicity = 2
expectation value of S² = 0.83

Each line ends with the natural charge from an NBO analysis.
Element x y z (Å)
Mn  -0.0519  -0.0606  -0.0172  0.9015
C  1.1230  2.3140  -1.7537  -0.4442
N  1.2482  0.8472  -1.6416  -0.4503
C  0.7923  0.2385  -2.9086  -0.1922
C  -0.6584  0.5563  -3.2766  -0.4348
C  -1.7168  -0.3669  -2.6460  -0.2292
N  -1.1563  -1.0783  -1.5110  -0.4354
C  -1.3687  -2.3319  -1.4530  0.1727
C  -0.7084  -3.2780  -0.5755  -0.2257
C  -1.2322  -4.5667  -0.4629  -0.1489
C  -0.5940  -5.5597  0.2545  -0.3276
C  0.6368  -5.2533  0.8478  -0.2069
C  1.1963  -4.0031  0.7244  -0.2617
C  0.5448  -2.9495  0.0222  0.4178
O  1.0957  -1.7963  -0.0814  -0.7523
C  2.6830  0.5243  -1.4528  -0.1996
C  3.1469  0.3205  -0.0061  -0.4175
C  2.4489  1.1658  1.0574  -0.2493
N  1.1938  0.5316  1.4336  -0.4310
C  1.0206  0.2688  2.6690  0.1365
C  -0.0929  -0.4308  3.2731  -0.1765
C  -0.0914  -0.5397  4.6702  -0.1532
C  -1.0721  -1.2105  5.3676  -0.3379
C  -2.1084  -1.8088  4.6332  -0.1981
C  -2.1445  -1.7263  3.2656  -0.2877
C  -1.1440  -1.0338  2.5153  0.3985
O  -1.2308  -1.0068  1.2435  -0.7274
H  1.6013  2.6514  -2.6888  0.1449
H  1.5863  2.8109  -0.9082  0.2433
H  0.0820  2.6161  -1.7222  0.2485
H  0.9362  -0.8406  -2.8193  0.2079
H  1.4481  0.5986  -3.7201  0.1597
H  -0.7505  0.5072  -4.3663  0.1900
H  -0.8878  1.5779  -2.9821  0.2453
H  -2.0817  -1.0911  -3.3876  0.1508
H  -2.5480  0.2456  -2.2954  0.2432
H  -2.0510  -2.7817  -2.1880  0.1376
H  -2.1780  -4.7790  -0.9552  0.1859
H  -1.0307  -6.5457  0.3529  0.1878
H  1.1602  -6.0143  1.4188  0.1863
H  2.1451  -3.7656  1.1913  0.1984
H  3.2678  1.3299  -1.9206  0.1669
H  2.9053  -0.3902  -2.0075  0.1950
H  4.2246  0.5165  0.0269  0.1861
H  2.9886  -0.7236  0.2580  0.2388
H  2.2113  2.1756  0.7254  0.2505
H  3.1005  1.2616  1.9354  0.1683
H  1.7939  0.5893  3.3763  0.1474
H  0.7229  -0.0653  5.2115  0.1861
H  -1.0466  -1.2699  6.4488  0.1849
H  -2.8968  -2.3441  5.1544  0.1830
H  -2.9430  -2.1841  2.6940  0.2045
S  -1.7362  1.6887  -0.1855  -0.4254
C  -1.8505  3.4408  0.1203  -0.0537
C  -3.0373  4.0009  -0.3863  -0.2677
C  -3.3587  5.3436  -0.2848  -0.2787
C  -2.4603  6.1952  0.3513  -0.2756
C  -1.2909  5.6684  0.8667  -0.2456
C  -0.9365  4.3032  0.7894  -0.2072
S  0.5599  3.8150  1.5561  -0.5717
H  -3.7267  3.3234  -0.8788  0.1972
H  -4.2928  5.7143  -0.6957  0.1746
H  -2.6707  7.2563  0.4523  0.1747
H  -0.5866  6.3161  1.3764  0.1984

=====

No. 2
Below is C27H29N2O6RuS as an isolated structure at a distorted geometry, with properties calculated with the ωB97M-V functional and the def2-TZVPD basis.

net charge = +2
HOMO level (alpha / beta) = -0.50911 / -0.50928 Ha
gap between HOMO and LUMO (alpha / beta) = 6.0 / 6.1 eV
multiplicity = 2
expectation value of S² = 0.77

Each line ends with the natural charge from an NBO analysis.
Element x y z (Å)
Ru  -0.1178  2.1946  -0.2701  1.4189
O  -0.0519  6.0397  -2.1441  -0.5923
C  -0.2620  4.8871  -1.5874  0.8106
O  0.5611  3.9692  -1.5540  -0.6295
C  -1.6051  4.7110  -0.9493  0.0780
C  -2.7173  5.5145  -1.0474  -0.1562
C  -3.8698  5.1172  -0.3582  -0.1002
C  -3.8750  3.9506  0.3962  -0.1644
C  -2.7122  3.1987  0.4290  0.1331
N  -1.6349  3.5864  -0.2367  -0.4354
C  -2.4404  1.8551  1.0990  0.7524
O  -3.2737  1.0255  1.2487  -0.5048
O  -1.1359  1.7075  1.3529  -0.7036
H  0.8360  6.0771  -2.5515  0.5365
H  -2.6893  6.4254  -1.6286  0.2722
H  -4.7592  5.7302  -0.4134  0.2641
H  -4.7499  3.6149  0.9358  0.2749
O  -0.5813  0.3905  -0.9727  -0.8334
S  -1.1245  -0.8842  -0.1946  1.2278
C  -2.1626  -1.6003  -1.4769  -0.5728
C  -2.7221  -2.8912  -0.9386  -0.1226
C  -2.5529  -4.0718  -1.6543  -0.1982
C  -3.0967  -5.2542  -1.1753  -0.1909
C  -3.8032  -5.2606  0.0194  -0.1776
C  -3.9795  -4.0824  0.7314  -0.2073
C  -3.4424  -2.8963  0.2551  -0.1653
C  0.3374  -1.9671  -0.1303  -0.5974
C  1.0247  -2.2240  -1.4327  -0.0109
C  0.8063  -3.4231  -2.1054  -0.2225
C  1.4919  -3.7009  -3.2784  -0.1964
C  2.3985  -2.7822  -3.7859  -0.1815
C  2.6198  -1.5848  -3.1195  -0.1891
C  1.9333  -1.3028  -1.9487  -0.2284
H  -1.5722  -1.7153  -2.3855  0.2688
H  -2.9316  -0.8405  -1.6310  0.2602
H  -2.0307  -4.0599  -2.6026  0.2227
H  -2.9720  -6.1695  -1.7375  0.2346
H  -4.2290  -6.1831  0.3892  0.2360
H  -4.5416  -4.0851  1.6548  0.2326
H  -3.5965  -1.9742  0.8068  0.2150
H  -0.0434  -2.8755  0.3429  0.2745
H  0.9687  -1.4368  0.5858  0.2475
H  0.1213  -4.1536  -1.6934  0.2230
H  1.3307  -4.6420  -3.7864  0.2341
H  2.9396  -3.0026  -4.6959  0.2348
H  3.3361  -0.8745  -3.5100  0.2250
H  2.1035  -0.3658  -1.4354  0.2112
O  1.7941  1.5728  0.1149  -0.6683
C  2.4040  1.6416  1.2309  0.7313
C  3.8886  1.4550  1.2375  -0.5093
C  4.3369  0.1614  1.9760  -0.4011
C  3.2517  -0.5084  2.8170  -0.3905
C  2.7943  0.3099  4.0236  -0.4215
C  2.4352  1.7566  3.6695  -0.2289
N  1.7643  1.8532  2.3651  -0.5587
H  4.3246  2.3345  1.7167  0.2515
H  4.2187  1.4538  0.2020  0.2576
H  5.1889  0.4082  2.6099  0.2297
H  4.6943  -0.5491  1.2321  0.2348
H  3.6175  -1.4748  3.1629  0.2462
H  2.3873  -0.7310  2.1804  0.1744
H  3.5869  0.3456  4.7728  0.2350
H  1.9388  -0.1823  4.4884  0.2240
H  3.3245  2.3849  3.6310  0.2147
H  1.7680  2.1951  4.4078  0.2370
H  0.7493  1.8820  2.3459  0.4342

=====

No. 3
Below is the molecule C27H29N3O4S, with properties calculated with the ωB97M-V functional and the def2-TZVPD basis.

HOMO level = -0.27529 Ha
gap between HOMO and LUMO = 7.6 eV

Each line ends with the natural charge from an NBO analysis.
Element x y z (Å)
C  -8.4292  -2.3909  -1.2705  -0.6341
C  -8.4865  -1.5938  0.0248  -0.0736
O  -7.2348  -0.9651  0.3055  -0.5062
C  -6.9953  0.2029  -0.2988  0.7796
O  -7.7762  0.7529  -1.0355  -0.5938
C  -5.6561  0.7540  0.0485  -0.1526
C  -4.7734  0.0657  0.8779  -0.1740
C  -3.5368  0.6151  1.1656  -0.1535
C  -3.1966  1.8410  0.6269  -0.3149
S  -1.5626  2.4960  0.9396  2.3153
O  -1.5672  3.9161  0.7435  -0.9360
O  -1.0967  1.9718  2.1953  -0.9468
N  -0.7367  1.8178  -0.3360  -0.8750
C  0.0414  0.6153  -0.1023  -0.2236
C  1.4823  0.7322  -0.6165  -0.2550
C  2.2241  -0.5511  -0.3171  -0.0805
C  2.4921  -1.4795  -1.3110  -0.1942
C  3.1540  -2.6594  -1.0359  -0.2384
C  3.5846  -2.9625  0.2621  0.1717
N  4.2810  -4.1190  0.5372  -0.4147
C  4.5224  -4.4939  1.9093  -0.4003
C  4.3565  -5.1568  -0.4621  -0.4004
C  3.3049  -2.0202  1.2622  -0.2951
C  2.6436  -0.8456  0.9729  -0.1239
C  2.2023  1.9093  -0.0303  -0.1306
C  1.8876  2.6450  1.0762  -0.0324
N  2.8236  3.6261  1.2662  -0.5212
C  3.7682  3.5417  0.2865  0.1275
C  4.9056  4.3047  0.0543  -0.2401
C  5.6887  3.9690  -1.0288  -0.2142
C  5.3552  2.8978  -1.8626  -0.2397
C  4.2292  2.1383  -1.6390  -0.2030
C  3.4140  2.4588  -0.5541  -0.0298
C  -4.0616  2.5369  -0.1953  -0.1970
C  -5.2989  1.9917  -0.4845  -0.1493
H  -9.3730  -2.9064  -1.4223  0.2178
H  -8.2541  -1.7223  -2.1098  0.2240
H  -7.6262  -3.1229  -1.2274  0.2102
H  -8.6738  -2.2449  0.8811  0.1900
H  -9.2633  -0.8249  -0.0383  0.2010
H  -5.0621  -0.8890  1.2881  0.2351
H  -2.8318  0.1174  1.8121  0.2326
H  -0.2492  2.5256  -0.8618  0.4210
H  -0.4548  -0.2244  -0.6049  0.2012
H  0.0436  0.4201  0.9730  0.2219
H  1.4425  0.8619  -1.7059  0.2121
H  2.1760  -1.2827  -2.3266  0.2045
H  3.3336  -3.3442  -1.8481  0.2058
H  5.1313  -3.7363  2.4069  0.1995
H  5.0730  -5.4316  1.9355  0.2054
H  3.5919  -4.6235  2.4759  0.1838
H  4.9228  -5.9975  -0.0676  0.2056
H  4.8780  -4.7913  -1.3494  0.1985
H  3.3652  -5.5187  -0.7624  0.1839
H  3.6055  -2.1980  2.2814  0.2123
H  2.4495  -0.1388  1.7665  0.2083
H  1.0574  2.5551  1.7491  0.2336
H  2.7954  4.3132  1.9996  0.4142
H  5.1650  5.1299  0.7014  0.2113
H  6.5805  4.5411  -1.2391  0.2107
H  6.0007  2.6660  -2.6974  0.2096
H  3.9831  1.3060  -2.2814  0.2104
H  -3.7537  3.4949  -0.5823  0.2437
H  -6.0054  2.5040  -1.1200  0.2422

=====

No. 4
Below is C27H29N6RbS2 as an isolated structure at a distorted geometry, with properties calculated with the ωB97M-V functional and the def2-TZVPD basis.

net charge = -2
HOMO level = 0.03850 Ha
gap between HOMO and LUMO = 2.8 eV

Each line ends with the natural charge from an NBO analysis.
Element x y z (Å)
Rb  0.4347  0.1050  0.1698  0.8177
N  1.5556  -1.8630  -3.8615  -0.8217
C  2.2790  -1.8059  -2.6859  0.2631
S  3.0293  -3.2054  -2.0848  -0.4526
N  2.3676  -0.5719  -2.1891  -0.5071
N  2.8036  -0.5291  -0.9124  -0.2230
C  3.3765  0.5328  -0.4698  0.0890
C  3.9011  1.6288  -1.3313  -0.0932
C  3.7146  2.9807  -1.0554  -0.1811
C  4.2330  3.9528  -1.9045  -0.2288
C  4.9508  3.5882  -3.0319  -0.2285
C  5.1425  2.2398  -3.3123  -0.2504
C  4.6175  1.2702  -2.4753  -0.1029
C  3.4772  0.5379  1.0272  0.1806
C  3.4269  -0.6842  1.7146  -0.2501
C  3.3934  -0.6717  3.0934  -0.1559
C  3.4378  0.5507  3.7572  -0.2815
C  3.5194  1.7025  2.9996  0.0285
N  3.5353  1.7098  1.6643  -0.4610
H  1.2538  -2.7935  -4.0975  0.3870
H  0.8517  -1.1436  -3.9456  0.3817
H  3.1592  3.2716  -0.1780  0.2347
H  4.0644  4.9989  -1.6772  0.1986
H  5.3522  4.3469  -3.6935  0.1945
H  5.6952  1.9364  -4.1936  0.1995
H  4.7534  0.2218  -2.7061  0.2229
H  3.3863  -1.6056  1.1501  0.2628
H  3.3046  -1.6006  3.6409  0.2317
H  3.3936  0.6088  4.8372  0.2086
H  3.5560  2.6761  3.4787  0.1774
C  -1.5702  -3.5042  1.7367  -0.4229
N  -1.8110  -2.3818  2.6274  -0.3648
C  -2.8815  -1.5137  2.4727  -0.0177
C  -2.7706  -0.5826  3.4373  -0.1063
N  -1.6429  -0.9108  4.1746  -0.5378
C  -1.0399  -2.0112  3.6692  0.2614
S  0.3891  -2.7249  4.2677  -0.4611
H  -2.2329  -4.3321  1.9877  0.1949
H  -0.5339  -3.8156  1.8490  0.2272
H  -1.7847  -3.1808  0.7176  0.2603
H  -3.5642  -1.5795  1.6353  0.2870
H  -3.3445  0.3067  3.6128  0.2251
H  -1.2039  -0.3629  4.8909  0.4179
C  -4.4203  2.3980  -0.7512  -0.5971
C  -3.1856  1.5268  -0.8250  -0.1177
C  -2.3448  1.8976  -2.0305  -0.5860
C  -2.4926  1.0357  0.4358  -0.7437
C  -3.2820  0.0510  -0.4535  -0.1344
C  -2.5184  -0.9893  -1.2385  -0.3396
C  -2.9010  -2.2964  -1.3145  -0.2316
C  -4.0970  -2.8043  -0.7399  -0.5614
C  -4.9495  -1.8254  -0.1641  -0.2220
C  -4.6185  -0.5069  -0.0409  -0.3594
H  -4.1226  3.4538  -0.6826  0.1739
H  -5.0284  2.1758  0.1237  0.1984
H  -5.0634  2.2974  -1.6375  0.1769
H  -2.1991  2.9858  -2.0760  0.1775
H  -2.8072  1.5800  -2.9742  0.1826
H  -1.3532  1.4465  -1.9823  0.1885
H  -3.1045  1.2668  1.3257  0.1274
H  -1.5982  -0.6903  -1.7343  0.1595
H  -2.2448  -2.9824  -1.8520  0.1801
H  -4.4036  -3.8338  -0.8681  0.1782
H  -5.9239  -2.1357  0.2167  0.1711
H  -5.3164  0.1573  0.4573  0.1753

=====

Number 1: energy -3308.4375 Ha. Number 2: energy -2099.7877 Ha. Number 3: energy -1909.7057 Ha. Number 4: energy -2195.1471 Ha.